Entry 1:
This record from the OMol25 dataset describes C8H11BInN2O2 as an isolated structure in a non-equilibrium geometry. The level of theory is the ωB97M-V functional and the def2-TZVPD basis.

ORCA input file:
```
! wB97M-V def2-TZVPD RIJCOSX def2/J DEFGRID3
* xyz 3 1
C -1.43 3.14 -0.88
C -1.20 1.66 -0.93
C -0.71 0.94 0.47
C -0.68 -0.70 0.43
C -2.17 -1.30 -0.04
N -3.33 -1.88 -0.28
C -0.47 -1.21 2.00
C 0.88 -0.56 2.70
N 2.14 -0.19 2.87
B 0.46 -1.33 -0.60
O 0.47 -1.15 -2.08
O 1.52 -2.17 -0.02
C 2.87 -1.67 -0.32
H -1.98 3.63 -1.80
H -1.02 3.74 0.04
H -1.40 1.12 -1.95
H 0.31 1.44 0.82
H -1.51 1.27 1.30
H -1.43 -0.82 2.58
H -0.45 -2.39 2.09
H -0.39 -0.76 -2.41
H 2.97 -1.11 -1.34
H 3.22 -0.95 0.56
H 3.59 -2.61 -0.38
In -0.27 3.86 -2.84
*
```

* HOMO: -20.60 eV
* orbital gap: 2.83 eV
* LUMO level: -17.78 eV

=====

Entry 2:
This record from the OMol25 dataset describes a 3-piece molecular cluster, C5H13NO2 overall in a non-equilibrium geometry. The level of theory is the ωB97M-V functional and the def2-TZVPD basis.

ORCA input file:
```
! wB97M-V def2-TZVPD RIJCOSX def2/J DEFGRID3
* xyz -1 2
C 0.22 -0.75 -0.51
N 0.48 0.61 -1.04
C -0.64 1.34 -1.44
C -1.86 1.26 -0.91
C 0.64 3.27 -2.36
C -0.35 2.38 -2.45
H 0.47 -0.80 0.54
H -0.78 -1.10 -0.73
H 0.87 -1.49 -1.00
H 1.31 0.61 -1.62
H -2.09 0.50 -0.19
H -2.68 1.92 -1.17
H 1.13 3.40 -1.40
H 0.88 3.97 -3.14
H -0.94 2.37 -3.36
H 0.89 -0.30 6.15
H 2.23 -0.72 5.78
O 1.79 0.09 6.07
H 0.24 -5.40 0.85
H -1.23 -5.22 1.04
O -0.58 -5.92 0.86
*
```

* HOMO (spin up / spin down): 0.90 / -5.39 eV
* orbital gap (spin up / spin down): 2.28 / 8.50 eV
* relative energy (zero: lowest compared OMol25 entry of this formula, charge and spin): 2.699 eV
* LUMO level (spin up / spin down): 3.18 / 3.11 eV
* expectation value of S²: 0.751

=====

Entry 3:
This record from the OMol25 dataset describes C5H9NO as an isolated structure in a non-equilibrium geometry. The level of theory is the ωB97M-V functional and the def2-TZVPD basis.

ORCA input file:
```
! wB97M-V def2-TZVPD RIJCOSX def2/J DEFGRID3
* xyz 0 1
C 0.32 -0.48 1.36
C -1.15 0.21 -0.53
C 1.12 1.55 0.16
C 0.47 0.20 0.19
N -1.80 -1.02 -0.65
C 1.49 -1.00 -0.89
O 1.01 -1.94 -1.40
H -2.24 -1.33 0.21
H -1.19 -1.74 -1.03
H 0.89 -0.20 2.24
H -0.17 -1.45 1.42
H -0.82 0.56 -1.51
H -1.76 0.96 -0.04
H 2.01 1.57 0.79
H 0.44 2.31 0.54
H 1.40 1.80 -0.86
*
```

* HOMO: -8.15 eV
* orbital gap: 8.07 eV
* relative energy (zero: lowest compared OMol25 entry of this formula, charge and spin): 4.082 eV
* LUMO level: -0.08 eV

=====

Entry 4:
This record from the OMol25 dataset describes C36H42AsFeN4O7Si2 as an isolated structure in a non-equilibrium geometry. The level of theory is the ωB97M-V functional and the def2-TZVPD basis.

ORCA input file:
```
! wB97M-V def2-TZVPD RIJCOSX def2/J DEFGRID3
* xyz -2 6
Fe -0.16 -1.23 -1.11
O -1.69 -4.73 4.05
C -1.38 -3.94 2.98
C -0.19 -3.22 2.94
C 0.06 -2.43 1.83
N -0.81 -2.35 0.83
C -1.94 -3.03 0.86
C -2.27 -3.86 1.92
C -2.83 -2.81 -0.37
O -3.95 -3.32 -0.37
O -2.29 -2.10 -1.26
C 1.30 -1.56 1.68
O 2.22 -1.72 2.48
O 1.22 -0.72 0.73
H -0.95 -4.70 4.66
H 0.54 -3.25 3.74
H -3.21 -4.40 1.92
C -0.79 -4.72 -2.48
C 0.04 -5.03 -1.26
C -0.26 -6.10 -0.43
C 0.55 -6.39 0.66
C 1.70 -5.64 0.88
C 2.02 -4.56 0.07
C 3.29 -3.80 0.27
C 1.14 -4.21 -0.97
N 1.32 -3.02 -1.67
C 2.30 -2.85 -2.53
O 3.13 -3.68 -2.94
C 2.36 -1.43 -3.03
C 3.48 -0.96 -3.71
C 3.49 0.37 -4.13
C 2.40 1.17 -3.84
C 1.32 0.61 -3.17
N 1.31 -0.66 -2.78
C 0.09 1.43 -2.89
O 0.02 2.54 -3.45
N -0.77 0.87 -2.05
C -2.00 1.48 -1.80
C -2.84 1.93 -2.85
C -2.52 1.62 -4.28
C -3.99 2.65 -2.56
C -4.38 2.89 -1.25
C -3.65 2.32 -0.23
C -2.49 1.59 -0.48
C -1.84 0.91 0.69
H -1.57 -5.47 -2.62
H -1.24 -3.74 -2.39
H -0.15 -4.71 -3.36
H -1.13 -6.70 -0.63
H 0.29 -7.21 1.33
H 2.36 -5.90 1.70
H 3.81 -4.13 1.17
H 3.94 -3.95 -0.60
H 3.10 -2.73 0.35
H 4.29 -1.64 -3.90
H 4.34 0.77 -4.67
H 2.34 2.21 -4.12
H -2.12 0.61 -4.36
H -3.41 1.71 -4.91
H -1.76 2.30 -4.66
H -4.61 3.01 -3.38
H -5.26 3.48 -1.04
H -3.97 2.43 0.80
H -2.49 0.11 1.05
H -0.88 0.47 0.43
H -1.69 1.61 1.51
C -0.52 5.63 1.70
Si 0.62 4.70 0.47
C 2.23 5.74 0.49
C -0.19 5.05 -1.21
As 1.30 2.47 0.87
Si 0.85 2.51 3.17
C 1.17 0.87 4.04
C -0.89 3.03 3.82
C 2.02 3.77 4.01
H -0.61 6.68 1.40
H -0.14 5.61 2.73
H -1.52 5.20 1.70
H 2.04 6.79 0.24
H 2.93 5.34 -0.24
H 2.71 5.70 1.47
H 0.38 5.79 -1.76
H -1.21 5.43 -1.07
H -0.26 4.17 -1.84
H 0.39 0.15 3.78
H 1.20 0.98 5.12
H 2.11 0.43 3.71
H -1.48 2.14 4.07
H -1.46 3.60 3.08
H -0.79 3.65 4.71
H 3.06 3.52 3.79
H 1.90 3.78 5.09
H 1.84 4.78 3.63
*
```

* HOMO (spin up / spin down): -2.82 / -2.82 eV
* orbital gap (spin up / spin down): 7.03 / 6.01 eV
* relative energy (zero: lowest compared OMol25 entry of this formula, charge and spin): 0.938 eV
* LUMO level (spin up / spin down): 4.22 / 3.19 eV
* expectation value of S²: 8.760

=====

Entry 5:
This record from the OMol25 dataset describes C13H16BeClN5O3 as an isolated structure. The level of theory is the ωB97M-V functional and the def2-TZVPD basis.

ORCA input file:
```
! wB97M-V def2-TZVPD RIJCOSX def2/J DEFGRID3
* xyz 0 1
Be 0.03 0.48 -0.78
N -1.56 -0.08 -0.16
C -1.27 -0.86 1.07
C -0.09 -0.18 1.75
N 0.93 0.00 0.70
H -2.16 0.71 0.05
H -2.03 -0.66 -0.85
H -0.97 -1.86 0.75
H -2.13 -0.94 1.74
H 0.28 -0.77 2.59
H -0.37 0.81 2.11
H 1.39 -0.88 0.49
H 1.65 0.67 0.95
C 2.87 2.04 -3.50
C 3.39 1.36 -2.27
C 3.85 2.08 -1.18
C 4.27 1.42 -0.03
Cl 4.81 2.35 1.34
C 4.27 0.04 0.04
C 3.81 -0.69 -1.05
C 3.36 -0.04 -2.19
O 2.87 -0.71 -3.28
C 2.08 -1.84 -2.99
C 1.00 -1.53 -1.96
O 0.66 -2.38 -1.14
O 0.52 -0.33 -2.03
H 2.94 3.12 -3.39
H 1.83 1.75 -3.68
H 3.44 1.74 -4.38
H 3.86 3.16 -1.22
H 4.63 -0.46 0.93
H 3.80 -1.77 -0.99
H 2.67 -2.69 -2.63
H 1.60 -2.13 -3.93
N 2.65 5.45 -1.86
C 1.62 4.95 -1.72
N 0.40 4.43 -1.57
C 0.27 3.22 -1.25
N 0.06 2.11 -0.93
*
```

* HOMO: -8.62 eV
* orbital gap: 8.51 eV
* relative energy (zero: lowest compared OMol25 entry of this formula, charge and spin): 0.000 eV
* LUMO level: -0.10 eV

=====

Question: What is the formula in the fifth record?
Answer: C13H16BeClN5O3